*i*
14
Properties=species:S:1:pos:R:3 method="wB97M-V/def2-TZVPD" total_charge=0 smiles=CNCCS spin_multiplicity=1
C 0.004 0.191 0.680
H -0.116 1.305 0.594
N -0.647 -0.294 -0.701
C 1.560 0.101 0.643
H -1.681 1.513 -1.235
H -2.729 0.209 -1.002
H -1.796 0.061 -2.367
H -0.429 -0.095 1.614
C -1.697 0.479 -1.333
S 2.121 -1.598 0.865
H 2.100 0.784 1.227
H 1.839 0.371 -0.508
H 2.456 -1.788 2.195
H -0.985 -1.239 -0.672

*ii*
14
Properties=species:S:1:pos:R:3 method="wB97M-V/def2-TZVPD" total_charge=0 smiles="C=N.CSC" spin_multiplicity=1
N 0.814 2.475 -0.742
H -2.602 -0.643 1.088
H 0.905 -1.688 1.330
C -2.089 -1.514 0.666
C 1.993 2.134 -1.117
H -2.743 -1.888 -0.101
C 0.559 -0.589 1.248
H 1.995 1.765 -2.172
H -1.968 -2.258 1.477
S -0.529 -1.077 -0.145
H -0.262 -0.478 2.125
H 2.987 2.211 -0.476
H 1.432 0.013 1.021
H 0.236 2.684 -1.559

Which of them is most stable? Easy: *i*.

*i*
14
Properties=species:S:1:pos:R:3 method="wB97M-V/def2-TZVPD" total_charge=0 smiles=CNCCS spin_multiplicity=1
C 1.285 1.546 -0.730
H 1.839 2.350 -0.260
C -0.117 -0.465 -0.096
S -2.273 -2.020 0.610
H -2.257 -1.791 -0.709
N 0.754 0.640 0.249
H 0.441 1.967 -1.289
H -0.759 -0.127 -0.919
H -0.376 -1.406 1.821
H -1.390 0.103 1.427
H 1.917 1.115 -1.520
H 0.428 -1.317 -0.527
C -0.977 -0.847 1.109
H 1.484 0.250 0.833

*ii*
14
Properties=species:S:1:pos:R:3 method="wB97M-V/def2-TZVPD" total_charge=0 smiles="C=N.CCS" spin_multiplicity=1
H -2.086 2.046 0.700
S -0.679 1.917 -1.153
H 0.396 -2.402 -2.191
H 0.256 0.978 -1.379
H 2.218 -1.311 -0.292
C 1.126 -2.498 -1.388
H -1.024 0.863 2.460
C -1.359 1.292 0.377
N 1.272 -1.534 -0.590
H 1.797 -3.365 -1.409
H -1.976 0.405 0.235
H 0.350 0.431 1.318
H 0.152 2.042 1.725
C -0.444 1.137 1.586

Which of them is most stable? Easy: *i*.

*i*
14
Properties=species:S:1:pos:R:3 method="wB97M-V/def2-TZVPD" total_charge=0 smiles=CNCSC spin_multiplicity=1
H 0.677 -0.190 1.737
H -0.884 -1.154 0.459
S -0.609 1.703 1.092
C 0.879 0.888 1.712
H 1.221 -0.741 -1.374
C -1.037 0.650 -0.418
H 1.729 0.944 1.034
H -2.119 0.794 -0.452
C 0.242 -1.237 -1.379
H -0.641 1.275 -1.215
H -0.151 -1.174 -2.393
N -0.713 -0.730 -0.433
H 0.422 -2.272 -1.097
H 0.985 1.245 2.729

*ii*
14
Properties=species:S:1:pos:R:3 method="wB97M-V/def2-TZVPD" total_charge=0 smiles=CNCCS spin_multiplicity=1
H -0.294 -1.600 0.544
S -1.264 0.118 1.898
H 2.370 0.950 -2.250
C 0.155 0.264 -0.477
H 0.763 0.954 -2.950
C 1.532 0.297 -2.533
N 0.989 -0.428 -1.424
H 0.885 -0.647 1.372
H 1.819 -0.370 -3.339
H -2.335 -0.397 1.285
H 1.451 -1.278 -1.157
H 0.619 1.200 -0.154
C -0.030 -0.576 0.774
H -0.819 0.493 -0.917

*iii*
14
Properties=species:S:1:pos:R:3 method="wB97M-V/def2-TZVPD" total_charge=0 spin_multiplicity=1
H -0.377 -0.601 -1.166
H 1.793 0.729 -1.521
H -0.947 -2.721 1.430
H -3.290 -2.013 0.805
C 0.084 0.026 -0.239
C -1.674 -1.883 0.765
H 0.470 2.281 -1.391
H 0.755 -0.788 0.255
N 1.644 1.888 0.174
H 2.485 1.560 0.441
H 0.848 2.380 0.887
C 0.787 1.235 -0.906
H -1.602 -2.028 -0.622
S -0.976 -0.066 1.088

*iv*
14
Properties=species:S:1:pos:R:3 method="wB97M-V/def2-TZVPD" total_charge=0 spin_multiplicity=1
H 0.057 2.332 -2.170
C -0.656 0.294 0.285
H -0.191 -2.476 3.247
H 1.544 1.851 -1.383
H 0.586 -0.981 -0.737
H -0.553 2.344 0.270
N -0.106 -0.982 -0.002
H 0.196 -1.798 1.332
H -1.316 0.316 1.142
S 0.541 -2.918 2.216
C 0.499 1.568 -1.533
C -0.273 1.443 -0.262
H 0.497 0.646 -2.106
H -0.825 -1.639 -0.297

Which of them is most stable? Easy: *ii*.

*i*
15
Properties=species:S:1:pos:R:3 method="wB97M-V/def2-TZVPD" total_charge=0 smiles="CC(/C=C/O)=N/N" spin_multiplicity=1
C 0.129 1.792 -1.318
H -0.965 -0.047 1.800
H -0.197 -1.752 2.859
C 0.100 0.556 -0.473
O 0.475 -1.460 2.227
N -0.969 -0.288 -0.553
H -0.850 2.279 -1.276
H 0.324 1.537 -2.363
C 0.870 0.306 0.662
H 1.909 0.545 0.849
H 0.883 2.501 -0.972
H -1.178 -1.952 -1.578
C 0.016 -0.408 1.519
N -0.768 -1.675 -0.690
H 0.221 -1.933 -0.692

*ii*
15
Properties=species:S:1:pos:R:3 method="wB97M-V/def2-TZVPD" total_charge=0 smiles="C=C=CC=O.NN" spin_multiplicity=1
C 2.353 0.318 -0.265
H -1.841 -1.588 -1.010
C 1.490 1.410 0.152
H -0.386 -1.981 1.377
H -2.619 -1.782 0.376
N -0.663 -1.348 0.629
N -1.742 -2.010 -0.088
C -1.071 1.587 -0.239
H 3.429 0.510 -0.086
H -1.391 2.067 -1.150
O 1.994 -0.736 -0.748
H 0.141 -1.309 0.001
C 0.178 1.369 0.016
H -1.839 1.228 0.426
H 1.965 2.265 0.609

*iii*
15
Properties=species:S:1:pos:R:3 method="wB97M-V/def2-TZVPD" total_charge=0 smiles="N=C=CN.CC=O" spin_multiplicity=1
N -2.195 1.988 -0.523
H 2.982 -1.278 0.759
N -0.974 -0.493 1.719
C 2.220 -0.581 0.385
H 1.404 -0.503 1.108
H -2.513 2.305 0.385
C -1.486 0.757 -0.438
H 2.714 0.389 0.255
O 0.591 -1.448 -1.166
H 2.479 -1.101 -1.754
H -1.588 -1.273 1.965
C 1.721 -1.078 -0.941
H -3.004 1.904 -1.130
C -1.296 0.055 0.657
H -1.030 0.384 -1.350

Which of them is most stable? Easy: *iii*.

*i*
12
Properties=species:S:1:pos:R:3 method="wB97M-V/def2-TZVPD" total_charge=0 smiles="CN(O)/C=N/O" spin_multiplicity=1
H -0.823 1.950 -0.617
N -0.932 -0.024 -0.252
N 1.298 0.329 -0.215
H -1.837 -1.579 -0.541
O -1.863 -0.945 0.176
C -1.286 1.253 0.106
H -2.317 1.365 -0.090
O 2.514 -0.205 0.114
H -0.962 1.538 1.117
C 0.394 -0.457 0.014
H 0.491 -1.563 0.111
H 3.035 0.577 0.242

*ii*
12
Properties=species:S:1:pos:R:3 method="wB97M-V/def2-TZVPD" total_charge=0 smiles="C=NO[C@@H](N)O" spin_multiplicity=1
O -0.246 -0.269 -0.606
N 1.897 -0.884 -0.017
H 0.421 0.213 1.170
H -3.262 0.588 0.625
C 0.858 0.105 0.121
H 1.525 1.369 -1.153
H 1.544 -1.811 0.183
O 1.344 1.366 -0.204
C -2.533 0.155 -0.048
H 2.677 -0.670 0.592
H -2.812 -0.013 -1.086
N -1.412 -0.148 0.422

Which of them is most stable? Easy: *ii*.

*i*
12
Properties=species:S:1:pos:R:3 method="wB97M-V/def2-TZVPD" total_charge=0 spin_multiplicity=1
H -0.389 -0.529 -1.941
H 0.955 0.404 1.432
C 0.459 0.034 0.530
O 0.560 -0.330 -2.045
C -0.842 -0.708 0.743
H -1.341 -0.944 -0.201
H -1.528 -0.102 1.343
N 0.005 1.567 -0.423
H -0.668 -1.641 1.285
H 1.236 -0.704 0.097
N 1.060 0.463 -1.034
O 0.493 2.491 0.215

*ii*
12
Properties=species:S:1:pos:R:3 method="wB97M-V/def2-TZVPD" total_charge=0 spin_multiplicity=1
O 1.982 -0.962 -0.508
H 0.917 0.415 -1.981
H -1.080 0.466 2.467
H 0.588 -1.354 1.737
O -1.006 0.147 -1.665
H -0.077 1.500 1.503
H -0.596 -0.715 -2.970
C -0.562 0.519 1.355
C 0.777 -0.565 -0.261
N 0.387 0.703 -1.066
H -1.403 0.619 0.438
N 0.074 -0.773 0.952

Which of them is most stable? Easy: *ii*.